Entry from the Open Molecules 2025 dataset: C7H14NdOP as an isolated structure in a non-equilibrium geometry (ωB97M-V with the def2-TZVPD basis set).

```
24
Properties=species:S:1:pos:R:3:forces:R:3
C -1.01652 0.32817 -2.70931 1.5 0.4 0.4
C -1.57811 1.63279 -2.82007 0.2 -0.8 2.2
C -0.78193 2.48752 -1.99211 0.2 0.8 -1.9
C 0.48099 1.86245 -1.82586 -0.8 -1.0 1.7
C 0.29680 0.47429 -2.08209 -1.0 -0.2 -0.8
Nd -1.44933 -1.31531 1.18900 -0.6 -0.6 -1.3
P -0.45637 -3.10158 -0.68441 -0.8 -1.0 0.4
H -1.43608 -0.61251 -3.06804 0.2 0.3 -0.2
H -2.50224 1.86916 -3.32244 -0.3 0.1 0.3
H -1.05343 3.50304 -1.66094 0.4 -0.4 -0.7
H 1.02473 -0.33252 -1.92856 -0.2 0.4 -0.3
H 1.40654 2.31711 -1.49427 -0.1 0.1 0.3
H 0.70398 -3.86921 -1.00868 -0.4 0.2 0.3
H -1.42057 -3.99804 -1.32720 0.6 0.5 0.3
H -0.62562 -3.59074 0.74281 0.3 0.0 -0.9
C 1.75895 0.12260 3.11446 -0.5 0.0 0.1
C 0.26161 0.19795 2.81414 0.4 1.0 -1.9
O 0.00664 0.32281 1.25167 0.8 0.6 2.7
H 2.30120 -0.44580 2.35362 -0.2 0.1 0.1
H 1.90846 -0.38466 4.07163 0.0 0.1 0.0
H 2.16890 1.13117 3.19473 0.0 -0.1 -0.1
H -0.27327 -0.71941 3.18264 0.4 0.3 -0.4
H -0.22215 1.08683 3.23704 0.1 -0.3 0.0
H 0.49683 1.03387 0.77221 -0.2 -0.3 -0.1
```
Positions in Å, forces in eV/Å.

Charge: 0
Molecular weight: 289.4 Da
Gap between HOMO and LUMO (spin up / spin down): 4.720 / 4.603 eV
Strongest force on any atom: 2.89 eV/Å
Multiplicity: 4
Energy: -34090.548 eV

---

Entry from the Open Molecules 2025 dataset: one molecule with the formula C5H8N2 (ωB97M-V with the def2-TZVPD basis set).

```
15
Properties=species:S:1:pos:R:3:forces:R:3
C 2.40627 -0.29953 -0.00288 0.1 0.0 0.0
C 1.00190 0.15260 0.25747 -0.1 -0.1 -0.1
C 0.42778 1.42829 0.49569 0.1 0.1 0.0
N -0.89885 1.39335 0.47010 0.2 -0.1 -0.1
N -1.20375 0.09997 0.26447 0.1 -0.1 -0.1
C -2.45283 -0.28204 -0.35770 -0.2 0.0 0.0
C -0.09234 -0.66054 0.13373 0.0 0.0 -0.1
H 3.00533 0.48720 -0.46999 -0.1 -0.1 0.1
H 2.37032 -1.13801 -0.70831 0.1 0.1 0.1
H 2.92718 -0.64639 0.89447 0.0 0.1 -0.1
H 0.93126 2.37325 0.66969 -0.1 -0.2 0.0
H -2.55316 0.25433 -1.30569 -0.1 -0.1 0.1
H -3.31823 -0.08678 0.27528 0.1 0.1 0.0
H -2.38525 -1.35150 -0.56993 -0.2 0.2 0.1
H -0.16562 -1.72422 -0.04641 0.0 0.1 -0.1
```
Positions in Å, forces in eV/Å.

Relative energy (zero: lowest compared OMol25 entry of this formula, charge and spin): 73.40 kJ/mol
Charge: 0
Molecular weight: 96.1 Da
Gap between HOMO and LUMO: 9.885 eV
Strongest force on any atom: 0.25 eV/Å
SMILES string: Cc1cnn(C)c1
Energy: -8294.236 eV

---

Q: Among the records above, which one has the highest molecular weight?
A: C7H14NdOP